{
  "formula": "C29H39CsN3O5P",
  "method": "ωB97M-V with the def2-TZVPD basis set",
  "e_homo_ev": [-2.545, -2.535],
  "lumo_ev": [-0.3, -0.3],
  "multiplicity": 1,
  "molar_mass_da": 673.53,
  "elements": ["Cs", "O", "C", "O", "C", "P", "C", "C", "C", "C", "C", "C", "C", "C", "C", "C", "C", "C", "H", "H", "H", "H", "H", "H", "H", "H", "H", "H", "H", "H", "O", "C", "C", "C", "C", "C", "C", "C", "C", "N", "H", "H", "H", "H", "H", "H", "H", "H", "H", "H", "H", "C", "N", "C", "C", "O", "H", "H", "H", "H", "H", "H", "H", "C", "N", "C", "C", "C", "O", "H", "H", "H", "H", "H", "H", "H", "H", "H"],
  "xyz": [[0.426, 0.181, -2.200], [0.022, -2.593, 1.067], [-0.690, -2.734, -0.098], [-0.510, -2.256, -1.214], [-1.928, -3.583, 0.370], [-1.207, -3.449, 2.046], [-0.405, -4.877, 2.782], [0.467, -5.730, 1.992], [0.969, -6.885, 2.594], [0.518, -7.340, 3.832], [-0.297, -6.538, 4.612], [-0.742, -5.312, 4.053], [-1.402, -2.225, 3.327], [-2.663, -2.173, 3.952], [-2.771, -1.477, 5.183], [-1.721, -0.685, 5.683], [-0.526, -0.672, 4.991], [-0.358, -1.443, 3.838], [-1.868, -4.594, -0.052], [-2.956, -3.240, 0.339], [0.748, -5.580, 0.951], [1.649, -7.560, 2.123], [0.722, -8.365, 4.107], [-0.442, -6.746, 5.672], [-1.453, -4.705, 4.640], [-3.540, -2.770, 3.662], [-3.707, -1.596, 5.748], [-1.947, -0.079, 6.520], [0.378, -0.258, 5.447], [0.674, -1.568, 3.419], [2.387, 2.322, -2.258], [2.922, 3.513, -2.739], [2.569, 3.628, -4.196], [0.998, 3.508, -4.294], [0.480, 2.466, -5.145], [0.980, 2.360, -6.470], [0.456, 1.439, -7.384], [-0.764, 0.814, -6.974], [-1.302, 1.098, -5.745], [-0.704, 1.847, -4.790], [2.386, 2.150, -1.288], [4.039, 3.590, -2.496], [2.507, 4.380, -2.200], [3.017, 2.835, -4.779], [2.850, 4.621, -4.614], [0.568, 4.488, -4.600], [0.622, 3.294, -3.257], [1.970, 2.787, -6.588], [0.843, 1.205, -8.380], [-1.251, 0.054, -7.617], [-2.236, 0.656, -5.407], [4.583, -0.141, 0.217], [4.156, 0.970, 1.078], [4.924, 1.238, 2.298], [2.959, 1.546, 0.867], [2.045, 1.233, 0.064], [3.688, -0.420, -0.384], [4.878, -1.054, 0.821], [5.397, 0.177, -0.436], [5.977, 0.972, 2.217], [4.476, 0.728, 3.133], [4.897, 2.362, 2.470], [2.865, 2.333, 1.595], [-4.471, 3.674, 0.458], [-3.214, 2.972, 0.282], [-2.415, 2.916, 1.505], [-2.707, 2.423, -0.850], [-3.469, 2.448, -2.151], [-1.636, 1.850, -0.812], [-4.923, 3.320, 1.416], [-5.216, 3.443, -0.304], [-4.127, 4.707, 0.594], [-2.144, 3.939, 1.798], [-1.456, 2.412, 1.300], [-2.940, 2.370, 2.286], [-2.905, 3.074, -2.895], [-4.511, 2.902, -2.168], [-3.485, 1.405, -2.567]],
  "lowdin_charge": [1.21, -0.15, -0.55, -0.19, -0.17, 0.87, -0.35, -0.11, -0.15, -0.17, -0.12, -0.14, -0.36, -0.11, -0.10, -0.11, -0.12, -0.09, 0.09, 0.07, 0.08, 0.08, 0.08, 0.09, 0.10, 0.08, 0.10, 0.08, 0.09, 0.12, -0.25, -0.30, -0.15, -0.16, -0.31, -0.02, -0.03, -0.07, -0.16, 0.06, 0.01, 0.14, 0.12, 0.10, 0.13, 0.14, 0.11, 0.10, 0.11, 0.11, 0.11, -0.02, -0.18, -0.04, -0.27, -0.15, 0.09, 0.12, 0.09, 0.09, 0.09, 0.11, 0.14, -0.05, -0.16, -0.03, -0.53, 0.00, -0.10, 0.10, 0.08, 0.10, 0.09, 0.09, 0.10, 0.09, 0.08, 0.10]
}


{
  "formula": "C29H39F5NO15P",
  "method": "ωB97M-V with the def2-TZVPD basis set",
  "smiles": "N=P(O)(O)C1=C(CCCC(F)(F)C(F)(F)F)C(=O)OC1=O.O=C1CCCO1.O=C1CCCO1.O=C1CCCO1.O=C1CCCO1.O=C1CCCO1",
  "e_homo_ev": -8.803,
  "lumo_ev": -1.4,
  "multiplicity": 1,
  "molar_mass_da": 767.59,
  "elements": ["N", "P", "O", "O", "C", "C", "C", "C", "C", "C", "F", "F", "C", "F", "F", "F", "C", "O", "O", "C", "O", "H", "H", "H", "H", "H", "H", "H", "H", "H", "O", "C", "C", "C", "C", "O", "H", "H", "H", "H", "H", "H", "O", "C", "C", "C", "C", "O", "H", "H", "H", "H", "H", "H", "O", "C", "C", "C", "C", "O", "H", "H", "H", "H", "H", "H", "O", "C", "C", "C", "C", "O", "H", "H", "H", "H", "H", "H", "O", "C", "C", "C", "C", "O", "H", "H", "H", "H", "H", "H"],
  "xyz": [[2.984, -3.162, 3.371], [3.394, -3.681, 1.928], [4.689, -2.708, 1.317], [3.955, -5.306, 2.108], [1.988, -3.723, 0.679], [1.941, -3.084, -0.591], [2.981, -2.127, -1.348], [2.552, -0.599, -0.956], [3.526, 0.092, 0.119], [2.928, 0.201, 1.597], [1.948, -0.776, 1.919], [4.059, 0.096, 2.496], [2.255, 1.638, 1.925], [1.041, 1.850, 1.157], [3.173, 2.733, 1.832], [1.830, 1.576, 3.292], [0.552, -3.419, -1.329], [0.142, -3.063, -2.458], [-0.140, -4.279, -0.397], [0.588, -4.478, 0.810], [0.297, -5.065, 1.869], [3.167, -3.963, 4.015], [5.087, -3.287, 0.610], [4.916, -5.241, 1.868], [2.830, -2.250, -2.490], [4.077, -2.356, -1.131], [1.478, -0.615, -0.522], [2.471, 0.034, -1.918], [3.695, 1.180, -0.243], [4.579, -0.380, 0.149], [1.712, -5.793, 4.863], [0.860, -6.588, 5.165], [-0.342, -6.948, 4.334], [-1.225, -7.652, 5.341], [-0.219, -8.245, 6.300], [0.879, -7.327, 6.310], [-0.030, -7.616, 3.528], [-0.822, -6.057, 3.932], [-1.888, -8.397, 4.898], [-1.846, -6.916, 5.863], [0.145, -9.222, 5.969], [-0.625, -8.342, 7.309], [-0.746, 6.619, -2.352], [-0.143, 6.256, -1.372], [-0.541, 6.528, 0.054], [0.734, 6.207, 0.804], [1.375, 5.158, -0.073], [0.985, 5.498, -1.410], [-1.358, 5.857, 0.331], [-0.835, 7.569, 0.187], [0.567, 5.867, 1.828], [1.371, 7.098, 0.842], [1.016, 4.150, 0.152], [2.464, 5.171, 0.005], [-0.826, 1.136, -1.646], [-1.889, 0.643, -1.928], [-2.272, 0.093, -3.275], [-3.777, -0.012, -3.160], [-3.974, -0.241, -1.680], [-2.906, 0.469, -1.042], [-1.804, -0.885, -3.407], [-1.976, 0.773, -4.075], [-4.211, -0.799, -3.779], [-4.235, 0.939, -3.453], [-3.901, -1.298, -1.410], [-4.934, 0.147, -1.331], [-5.226, -3.853, -4.137], [-6.029, -3.620, -3.272], [-7.495, -3.955, -3.321], [-8.052, -3.107, -2.198], [-6.883, -3.015, -1.246], [-5.716, -3.045, -2.077], [-7.623, -5.023, -3.127], [-7.928, -3.683, -4.283], [-8.950, -3.523, -1.738], [-8.300, -2.111, -2.579], [-6.841, -3.862, -0.556], [-6.899, -2.089, -0.669], [2.873, 7.952, 0.263], [3.180, 8.653, -0.670], [3.042, 8.290, -2.123], [3.917, 9.327, -2.793], [3.822, 10.498, -1.843], [3.668, 9.917, -0.544], [1.994, 8.389, -2.417], [3.401, 7.278, -2.311], [3.606, 9.572, -3.811], [4.950, 8.966, -2.834], [2.952, 11.130, -2.048], [4.721, 11.116, -1.865]],
  "lowdin_charge": [-0.16, 0.69, -0.21, -0.20, -0.07, -0.06, -0.11, -0.14, -0.07, -0.29, 0.05, 0.03, -0.27, 0.06, 0.08, 0.07, -0.25, 0.11, 0.08, -0.30, 0.12, -0.01, 0.07, 0.07, 0.13, 0.10, 0.12, 0.13, 0.14, 0.13, 0.11, -0.46, -0.09, -0.17, -0.17, 0.03, 0.14, 0.12, 0.12, 0.12, 0.13, 0.13, 0.10, -0.48, -0.08, -0.17, -0.16, 0.02, 0.13, 0.13, 0.12, 0.08, 0.11, 0.12, 0.10, -0.47, -0.07, -0.16, -0.17, 0.03, 0.13, 0.13, 0.11, 0.12, 0.12, 0.12, 0.12, -0.48, -0.08, -0.16, -0.16, 0.01, 0.14, 0.13, 0.12, 0.12, 0.13, 0.13, 0.10, -0.44, -0.07, -0.16, -0.16, 0.04, 0.14, 0.13, 0.12, 0.12, 0.13, 0.13]
}


{
  "formula": "C29H39MoN4S2",
  "method": "ωB97M-V with the def2-TZVPD basis set",
  "e_homo_ev": [-3.194, -3.072],
  "lumo_ev": [2.8, 2.8],
  "multiplicity": 1,
  "molar_mass_da": 603.73,
  "total_charge": -1,
  "elements": ["Mo", "C", "N", "C", "C", "N", "C", "C", "C", "C", "C", "C", "C", "S", "C", "C", "C", "C", "C", "C", "S", "H", "H", "H", "H", "H", "H", "H", "H", "H", "H", "H", "H", "H", "H", "H", "H", "H", "H", "C", "N", "C", "C", "C", "C", "C", "C", "C", "C", "H", "H", "H", "H", "H", "H", "H", "H", "H", "H", "H", "H", "C", "C", "C", "C", "N", "H", "H", "H", "H", "H", "H", "H", "H", "H"],
  "xyz": [[-0.021, -0.942, 0.393], [4.113, -0.135, -1.008], [2.833, 0.475, -1.330], [2.862, 1.905, -1.178], [1.486, 2.505, -0.943], [0.879, 2.139, 0.336], [-0.415, 2.803, 0.444], [1.710, 2.411, 1.482], [2.010, 3.732, 1.809], [2.780, 4.059, 2.911], [3.266, 3.027, 3.706], [2.983, 1.715, 3.386], [2.209, 1.360, 2.266], [2.043, -0.355, 1.917], [2.176, -0.057, -2.458], [2.008, 0.690, -3.627], [1.386, 0.160, -4.751], [0.935, -1.149, -4.723], [1.077, -1.890, -3.559], [1.651, -1.365, -2.404], [1.601, -2.347, -0.921], [4.913, 0.251, -1.662], [4.046, -1.213, -1.114], [4.355, 0.073, 0.035], [3.336, 2.427, -2.029], [3.497, 2.125, -0.319], [0.790, 2.189, -1.725], [1.576, 3.604, -1.026], [-0.800, 2.699, 1.454], [-1.116, 2.330, -0.243], [-0.353, 3.880, 0.215], [1.618, 4.519, 1.173], [2.999, 5.094, 3.145], [3.869, 3.241, 4.582], [3.372, 0.915, 4.005], [2.383, 1.704, -3.658], [1.268, 0.767, -5.641], [0.450, -1.589, -5.587], [0.690, -2.902, -3.514], [-0.580, -1.400, 3.625], [-1.234, -0.618, 2.579], [-1.381, 0.759, 3.023], [-2.536, -1.198, 2.265], [-2.353, -2.552, 1.643], [-3.230, -3.589, 1.941], [-3.096, -4.820, 1.314], [-2.065, -4.995, 0.402], [-1.181, -3.955, 0.130], [-1.285, -2.703, 0.748], [-1.206, -1.421, 4.531], [0.389, -0.964, 3.856], [-0.423, -2.423, 3.285], [-1.882, 0.813, 4.005], [-1.990, 1.306, 2.304], [-0.402, 1.231, 3.103], [-3.015, -0.519, 1.557], [-3.185, -1.259, 3.157], [-4.028, -3.423, 2.660], [-3.784, -5.627, 1.538], [-1.941, -5.948, -0.104], [-0.377, -4.118, -0.578], [-3.556, 0.361, -0.976], [-2.264, -0.126, -1.629], [-1.811, 0.853, -2.717], [-2.479, -1.505, -2.244], [-1.223, -0.196, -0.616], [-4.346, 0.463, -1.727], [-3.403, 1.331, -0.498], [-3.897, -0.357, -0.229], [-2.553, 0.905, -3.521], [-0.863, 0.522, -3.145], [-1.678, 1.859, -2.313], [-3.227, -1.447, -3.044], [-2.827, -2.215, -1.492], [-1.548, -1.881, -2.668]],
  "lowdin_charge": [1.09, -0.10, -0.17, -0.19, -0.18, -0.16, -0.10, -0.30, -0.05, -0.11, -0.12, -0.14, -0.61, 0.53, -0.28, -0.05, -0.12, -0.12, -0.16, -0.59, 0.52, 0.09, 0.05, 0.06, 0.11, 0.12, 0.11, 0.12, 0.06, 0.05, 0.08, 0.10, 0.09, 0.09, 0.09, 0.10, 0.09, 0.09, 0.09, -0.13, -0.33, -0.10, -0.20, -0.28, -0.07, -0.12, -0.12, -0.15, -0.23, 0.09, 0.03, 0.09, 0.09, 0.07, 0.07, 0.09, 0.12, 0.10, 0.09, 0.09, 0.03, -0.06, -0.69, -0.05, -0.04, -0.20, 0.08, 0.07, 0.06, 0.08, 0.06, 0.06, 0.08, 0.07, 0.07]
}


Q: Which formula does entry 2 have?
A: C29H39F5NO15P